*P*
This record from OMol25 describes a 13-piece molecular cluster, C33H92O13 overall. The level of theory is ωB97M-V/def2-TZVPD.

```
138
Properties=species:S:1:pos:R:3:mulliken_charge:R:1
C 7.663 10.669 10.085 -1.395
C 7.488 11.101 11.533 1.279
C 6.032 11.056 12.011 -1.620
O 8.224 10.229 12.448 -0.351
H 7.378 11.487 9.436 0.353
H 6.980 9.808 9.843 0.359
H 8.691 10.425 9.813 0.283
H 7.815 12.119 11.687 -0.165
H 5.680 10.063 11.852 0.408
H 5.395 11.690 11.364 0.377
H 6.032 11.266 13.115 0.367
H 7.903 10.326 13.340 0.074
C 15.344 14.428 13.846 -0.393
C 15.201 14.573 15.365 0.387
C 13.722 14.926 15.765 -1.581
O 15.655 13.442 16.097 -0.460
H 16.420 14.358 13.691 0.240
H 14.911 15.263 13.351 0.529
H 14.868 13.523 13.482 -0.363
H 15.715 15.501 15.757 0.187
H 13.491 15.865 15.298 0.435
H 13.675 15.160 16.826 0.547
H 13.026 14.053 15.636 0.175
H 15.519 13.685 17.006 0.302
C 13.182 13.747 6.324 -1.547
C 12.363 13.304 7.603 1.687
C 10.884 13.282 7.183 -1.403
O 12.709 12.047 8.095 -0.031
H 14.286 13.766 6.478 0.228
H 12.804 14.729 5.951 0.417
H 12.963 13.004 5.541 0.341
H 12.415 13.944 8.497 -0.635
H 10.212 12.895 8.012 0.122
H 10.678 12.576 6.347 0.398
H 10.570 14.261 6.789 0.480
H 12.160 11.363 7.643 -0.061
C 17.609 9.070 13.507 -1.217
C 17.224 9.838 14.843 0.090
C 15.815 10.444 14.799 -0.445
O 17.372 8.917 15.979 -0.561
H 17.516 9.750 12.650 0.246
H 16.916 8.260 13.373 0.395
H 18.644 8.769 13.663 0.364
H 18.001 10.577 15.030 0.415
H 15.819 11.492 14.684 -0.185
H 15.350 10.287 15.762 0.381
H 15.258 9.876 14.077 0.180
H 16.846 8.194 15.678 0.339
C 13.110 18.010 11.036 -1.756
C 12.954 16.660 10.377 1.101
C 12.437 15.608 11.324 0.841
O 12.077 16.698 9.263 -0.509
H 12.176 18.404 11.423 0.348
H 13.475 18.687 10.260 0.426
H 13.792 17.983 11.904 0.320
H 13.915 16.357 9.992 -0.284
H 11.515 15.918 11.847 0.499
H 13.205 15.329 12.096 -0.534
H 12.223 14.694 10.788 -0.873
H 12.573 17.093 8.543 0.369
C 10.342 6.130 13.968 -1.538
C 9.761 7.517 13.727 0.592
C 10.414 8.516 14.688 -0.694
O 9.923 7.865 12.347 -0.412
H 9.903 5.576 14.799 0.388
H 11.457 6.095 14.080 0.308
H 10.112 5.553 13.087 0.407
H 8.705 7.394 14.026 0.154
H 10.115 8.311 15.711 0.419
H 10.030 9.539 14.520 -0.079
H 11.500 8.486 14.575 0.226
H 9.427 8.737 12.287 0.294
C 17.002 10.369 7.021 -1.307
C 15.528 10.095 6.981 1.167
C 15.230 8.869 6.138 -1.461
O 15.049 9.834 8.328 -0.528
H 17.506 9.418 7.353 0.290
H 17.170 11.151 7.741 0.212
H 17.378 10.672 6.057 0.405
H 14.928 10.932 6.540 -0.047
H 15.578 8.040 6.760 0.327
H 15.814 8.916 5.255 0.419
H 14.151 8.763 5.984 0.263
H 14.425 10.614 8.530 0.179
C 8.281 14.354 10.329 -0.897
C 8.606 15.855 9.997 1.156
C 7.532 16.465 9.092 -1.619
O 8.691 16.546 11.221 -0.625
H 8.451 13.798 9.435 0.105
H 7.217 14.330 10.574 0.426
H 8.934 14.005 11.083 0.074
H 9.568 15.909 9.472 -0.163
H 7.865 17.443 8.736 0.440
H 6.546 16.569 9.570 0.348
H 7.474 15.850 8.210 0.342
H 9.209 17.317 11.203 0.331
C 10.580 12.971 16.516 -0.982
C 9.047 12.878 16.592 0.518
C 8.674 12.984 15.109 -1.372
O 8.750 11.623 17.165 -0.539
H 11.106 13.521 17.329 0.352
H 10.844 13.464 15.580 0.071
H 11.016 11.948 16.483 0.285
H 8.647 13.700 17.232 0.253
H 7.624 12.744 14.907 0.452
H 9.285 12.221 14.611 0.314
H 8.849 14.036 14.758 0.356
H 7.971 11.356 16.698 0.325
C 16.160 14.789 8.549 -0.882
C 16.712 15.026 9.950 0.794
C 17.046 13.700 10.618 -1.238
O 17.893 15.768 9.770 -0.632
H 16.766 14.026 8.057 0.481
H 16.148 15.769 7.982 0.330
H 15.095 14.461 8.677 -0.124
H 16.081 15.673 10.493 0.117
H 17.521 13.876 11.572 0.391
H 17.889 13.376 9.966 0.496
H 16.288 12.996 10.645 -0.062
H 18.433 15.679 10.539 0.356
C 11.576 11.973 11.837 -1.009
C 13.086 11.572 11.642 1.614
C 13.132 10.037 11.450 -1.547
O 13.746 12.311 10.621 0.544
H 10.835 11.554 11.138 0.012
H 11.494 13.060 11.728 -0.159
H 11.201 11.742 12.807 0.729
H 13.631 11.882 12.526 -0.478
H 13.171 9.565 12.384 0.447
H 14.036 9.824 10.881 0.617
H 12.276 9.668 10.947 -0.220
H 13.370 12.157 9.737 -0.536
O 11.184 7.664 9.629 -0.732
H 12.066 8.036 9.728 0.314
H 10.715 7.630 10.509 0.397
O 11.416 9.418 7.288 -0.474
H 11.220 8.795 8.059 0.359
H 11.102 8.967 6.473 0.237
```

- molecular weight (g mol⁻¹) = 697.1
- LUMO energy (eV) = 0.349
- E_HOMO (eV) = -9.754

*Q*
This record from OMol25 describes a 13-piece molecular cluster, C33H92O13 overall. The level of theory is ωB97M-V/def2-TZVPD.

```
138
Properties=species:S:1:pos:R:3:mulliken_charge:R:1
C -1.755 -3.717 -5.864 -1.275
C -0.806 -3.712 -4.688 0.494
C -1.326 -2.797 -3.566 -0.545
O -0.819 -5.032 -4.189 -0.556
H -2.719 -4.202 -5.720 0.315
H -1.199 -4.231 -6.652 0.405
H -1.970 -2.720 -6.255 0.208
H 0.172 -3.382 -5.045 0.196
H -2.392 -2.965 -3.425 0.336
H -1.042 -1.797 -3.891 -0.149
H -0.777 -2.968 -2.639 0.321
H -0.388 -5.595 -4.839 0.346
C 4.409 1.814 1.568 -1.300
C 4.065 0.512 0.866 0.670
C 3.394 -0.645 1.674 -0.512
O 3.180 0.837 -0.222 0.258
H 4.946 1.707 2.511 0.389
H 3.458 2.249 1.887 0.097
H 4.851 2.521 0.870 0.251
H 4.934 0.064 0.382 0.243
H 3.122 -1.504 1.061 -0.045
H 2.464 -0.288 2.125 -0.324
H 4.006 -0.979 2.513 0.567
H 2.264 0.679 0.040 -0.319
C -3.575 3.460 2.780 -1.479
C -2.392 3.895 1.948 0.996
C -1.868 5.237 2.373 -1.474
O -1.357 2.875 2.038 0.015
H -4.378 4.176 2.590 0.528
H -3.277 3.747 3.791 0.366
H -3.928 2.458 2.547 0.103
H -2.728 3.836 0.912 0.042
H -1.415 5.275 3.366 0.301
H -2.701 5.937 2.457 0.417
H -1.070 5.569 1.708 0.331
H -1.275 2.542 2.940 -0.099
C 0.022 -0.200 -1.302 -1.474
C -0.425 0.611 -0.069 2.320
C -0.998 -0.392 0.955 -1.076
O 0.615 1.334 0.491 0.130
H 0.851 -0.862 -1.045 -0.210
H 0.337 0.400 -2.157 -0.012
H -0.829 -0.778 -1.662 0.686
H -1.122 1.401 -0.352 -0.514
H -2.008 -0.749 0.742 0.474
H -1.203 0.031 1.942 0.006
H -0.337 -1.247 1.105 -0.108
H 0.259 2.093 0.963 -0.117
C -3.239 4.680 -3.008 -1.603
C -2.301 3.416 -2.912 1.613
C -2.965 2.295 -2.114 -0.471
O -2.259 3.062 -4.243 -0.556
H -4.143 4.429 -3.561 0.362
H -2.734 5.559 -3.407 0.388
H -3.578 5.009 -2.021 0.337
H -1.322 3.745 -2.554 -0.621
H -2.371 1.424 -2.415 -0.048
H -3.947 1.956 -2.446 0.392
H -2.852 2.356 -1.033 -0.059
H -2.119 2.107 -4.299 0.352
C 1.335 -6.273 1.788 -1.412
C 1.529 -5.088 2.694 0.712
C 0.586 -3.939 2.313 -0.378
O 1.396 -5.478 4.026 -0.576
H 2.073 -7.073 1.756 0.357
H 1.164 -5.900 0.777 0.313
H 0.396 -6.722 2.121 0.374
H 2.588 -4.827 2.584 0.119
H -0.473 -4.195 2.388 0.240
H 0.836 -3.555 1.325 0.100
H 0.618 -3.134 3.053 -0.168
H 1.530 -4.650 4.497 0.305
C 3.614 -2.327 -1.654 -1.201
C 5.029 -2.549 -1.043 1.317
C 5.206 -3.919 -0.383 -1.457
O 6.033 -2.251 -1.956 -0.589
H 2.775 -2.571 -1.002 -0.016
H 3.592 -3.002 -2.513 0.645
H 3.439 -1.325 -2.048 0.196
H 5.268 -1.905 -0.192 -0.269
H 4.846 -3.877 0.648 0.259
H 6.272 -4.116 -0.274 0.393
H 4.622 -4.729 -0.821 0.321
H 5.654 -2.296 -2.839 0.353
C -4.997 -1.252 5.029 -1.222
C -4.362 -2.494 4.477 0.487
C -3.010 -2.159 3.838 -0.603
O -4.130 -3.494 5.474 -0.578
H -4.249 -0.786 5.672 0.325
H -5.989 -1.321 5.470 0.364
H -5.104 -0.579 4.174 0.186
H -4.960 -3.056 3.756 0.391
H -2.468 -3.077 3.610 0.123
H -2.412 -1.561 4.529 0.135
H -3.016 -1.544 2.937 0.078
H -4.511 -4.339 5.232 0.334
C 2.023 4.419 -1.586 -0.673
C 3.112 3.822 -2.483 0.639
C 4.491 4.102 -1.962 -1.531
O 2.938 2.383 -2.470 -0.310
H 2.019 3.994 -0.578 0.055
H 1.042 4.096 -1.937 -0.201
H 2.120 5.479 -1.348 0.505
H 3.016 4.194 -3.503 0.334
H 4.674 5.177 -1.886 0.480
H 5.287 3.759 -2.622 0.316
H 4.586 3.756 -0.933 0.266
H 3.428 2.001 -1.727 0.054
C 1.095 2.378 4.990 -1.568
C 0.338 1.161 4.494 1.940
C 0.614 -0.087 5.336 -1.215
O -1.031 1.497 4.545 -0.678
H 0.887 2.615 6.034 0.352
H 0.952 3.238 4.335 0.270
H 2.172 2.192 4.980 0.387
H 0.669 1.034 3.462 -0.895
H 0.250 -0.949 4.769 0.179
H 0.146 -0.196 6.315 0.398
H 1.663 -0.377 5.410 0.412
H -1.460 1.111 5.312 0.276
C -5.026 -0.112 0.895 -0.313
O -5.616 -1.281 1.458 -0.538
H -4.039 0.099 1.312 -0.159
H -4.917 -0.116 -0.192 0.356
H -5.698 0.726 1.077 0.374
H -5.069 -2.021 1.180 0.291
C -1.771 0.311 -6.127 -0.894
O -1.279 0.482 -4.845 -0.382
H -2.123 1.269 -6.513 0.338
H -1.122 -0.217 -6.830 0.382
H -2.576 -0.430 -6.113 0.264
H -0.344 0.269 -4.753 0.167
C 2.025 1.236 -5.408 -0.641
O 1.998 0.454 -4.247 -0.415
H 2.599 2.156 -5.283 0.217
H 2.515 0.728 -6.242 0.298
H 1.053 1.487 -5.840 0.206
H 2.201 0.996 -3.472 0.391
```

- molecular weight (g mol⁻¹) = 697.1
- LUMO energy (eV) = 0.390
- E_HOMO (eV) = -9.696

Stability summary: most stable *P*, least stable *Q*.

*P*
This record from OMol25 describes the molecule C4H6F2. The level of theory is ωB97M-V/def2-TZVPD.

```
12
Properties=species:S:1:pos:R:3:mulliken_charge:R:1
C -0.488 0.388 -0.839 1.319
C -0.746 -0.669 0.222 -0.955
C 0.628 -0.401 0.893 -0.345
C 0.859 0.691 -0.203 -1.030
H -1.680 -0.557 0.839 0.277
H -0.842 -1.569 -0.290 0.279
H 0.305 0.048 1.800 0.182
H 1.328 -1.243 1.212 0.324
H 0.941 1.738 0.104 0.286
H 1.601 0.417 -0.846 0.327
F -0.404 -0.053 -2.106 -0.340
F -1.503 1.210 -0.786 -0.323
```

- molecular weight (g mol⁻¹) = 92.1
- LUMO energy (eV) = 1.120
- E_HOMO (eV) = -10.747

*Q*
This record from OMol25 describes the molecule C4H6F2. The level of theory is ωB97M-V/def2-TZVPD.

```
12
Properties=species:S:1:pos:R:3:mulliken_charge:R:1
C 1.451 -0.541 -0.276 -1.143
C 0.227 0.355 -0.393 -0.206
C -0.757 0.882 0.774 -0.801
C -1.176 -0.247 -0.045 0.893
H 1.207 -1.461 0.207 0.332
H 1.649 -0.967 -1.260 0.326
H 2.307 0.081 0.168 0.258
H 0.284 0.999 -1.254 0.388
H -1.203 1.889 0.645 0.269
H -0.516 0.542 1.762 0.286
F -2.234 -0.103 -0.822 -0.315
F -1.239 -1.428 0.494 -0.289
```

- molecular weight (g mol⁻¹) = 92.1
- LUMO energy (eV) = 1.097
- E_HOMO (eV) = -9.961

Stability summary: most stable *P*, least stable *Q*.

*P*
This record from OMol25 describes the molecule C4H6F2. The level of theory is ωB97M-V/def2-TZVPD.

```
12
Properties=species:S:1:pos:R:3:mulliken_charge:R:1
C 1.095 -0.045 -0.015 0.340
C 0.159 1.082 -0.212 -0.813
C -0.991 0.134 0.154 0.480
C -0.053 -1.031 0.036 -0.925
H 1.311 0.131 0.991 0.204
H 0.162 1.776 0.589 0.274
H -0.088 1.584 -1.258 0.294
H -1.333 0.233 1.240 0.230
H -0.062 -1.946 0.640 0.315
H -0.412 -1.464 -0.989 0.246
F 2.263 -0.246 -0.547 -0.323
F -2.050 -0.208 -0.629 -0.323
```

- molecular weight (g mol⁻¹) = 92.1
- LUMO energy (eV) = 1.049
- E_HOMO (eV) = -11.085

*Q*
This record from OMol25 describes the molecule C4H6F2. The level of theory is ωB97M-V/def2-TZVPD.

```
12
Properties=species:S:1:pos:R:3:mulliken_charge:R:1
C 1.870 0.115 -1.424 -1.042
C 1.075 -0.797 -0.636 -0.512
C -0.139 -0.105 0.008 0.382
C -0.238 0.380 1.237 -0.144
H 2.194 0.907 -0.705 0.293
H 1.443 0.593 -2.315 0.309
H 2.720 -0.349 -1.775 0.336
H 0.678 -1.602 -1.199 0.313
H 1.599 -1.148 0.173 0.299
H 0.539 0.236 1.997 0.294
F -1.188 -0.109 -0.787 -0.263
F -1.544 0.532 1.755 -0.264
```

- molecular weight (g mol⁻¹) = 92.1
- LUMO energy (eV) = 0.986
- E_HOMO (eV) = -9.596

Stability summary: most stable *Q*, least stable *P*.